1.
# C8H18O11Zn

C8H18O11Zn as an isolated structure in a non-equilibrium geometry (ωB97M-V/def2-TZVPD, OMol25).

Each line ends with the Mulliken charge.
Atoms and positions in Å:
Zn (7.347, -10.111, 23.205)  0.3543
C (3.771, -7.973, 21.830)  -0.5041
C (4.147, -6.506, 21.689)  0.5276
O (4.454, -6.040, 20.563)  -0.7155
O (4.297, -5.835, 22.752)  -0.7169
H (4.435, -8.413, 22.573)  0.0227
H (3.815, -8.451, 20.853)  0.2238
H (2.773, -8.132, 22.245)  0.2994
C (5.024, -15.417, 23.028)  -0.3109
C (3.637, -14.851, 23.314)  0.6548
O (2.668, -15.300, 22.667)  -0.5381
O (3.533, -13.879, 24.101)  -0.6116
H (4.968, -16.451, 22.678)  0.3129
H (5.629, -15.447, 23.937)  0.2325
H (5.559, -14.859, 22.262)  -0.2253
C (5.594, -16.001, 19.426)  -0.5081
C (4.137, -15.739, 18.976)  0.6632
O (3.933, -15.196, 17.869)  -0.7167
O (3.237, -16.151, 19.746)  -0.5845
H (6.062, -15.100, 19.816)  -0.1014
H (6.160, -16.394, 18.579)  0.3389
H (5.550, -16.778, 20.189)  0.2007
C (5.254, -12.278, 20.819)  -0.9418
C (6.025, -11.907, 22.063)  1.5175
O (5.484, -11.089, 22.865)  -0.8003
O (7.284, -12.073, 22.127)  -1.0005
H (5.915, -12.710, 20.069)  0.2782
H (4.802, -11.386, 20.388)  0.3146
H (4.435, -12.976, 21.000)  0.2838
O (9.539, -12.655, 20.562)  -0.6659
H (8.785, -12.521, 21.170)  0.4513
H (9.891, -13.519, 20.794)  0.3099
O (3.324, -10.974, 24.734)  -0.6143
H (3.572, -10.213, 25.267)  0.2743
H (3.939, -11.005, 23.987)  0.3435
O (8.064, -14.229, 23.975)  -0.6930
H (7.386, -13.932, 24.592)  0.3328
H (8.008, -13.599, 23.241)  0.3122

Output
net charge: -2
HOMO-LUMO gap: 1.96 eV
E_LUMO: -0.5 eV

=====

2.
# C8H18O3P2

One molecule with the formula C8H18O3P2 in a non-equilibrium geometry (ωB97M-V/def2-TZVPD, OMol25).

Each line ends with the Mulliken charge.
Atoms and positions in Å:
C (-2.933, -0.132, -0.959)  -0.5462
C (-2.173, -1.505, -0.897)  -1.0340
C (-2.775, 0.702, 0.263)  -0.0881
C (-0.656, -1.567, -1.055)  -0.6505
C (-1.538, 1.567, 0.348)  -1.1868
C (-0.056, -0.725, 0.120)  0.5099
C (2.437, 1.744, 1.820)  -0.6664
C (3.846, -0.383, -1.132)  -0.7283
O (1.544, 1.355, -1.205)  -0.7452
O (1.762, 0.580, 1.327)  -0.3404
O (2.555, -0.905, -0.651)  -0.3859
P (-0.215, -1.502, 1.721)  -0.1686
P (1.432, 0.247, -0.258)  0.7650
H (-2.906, 0.375, -1.971)  0.2950
H (-3.909, -0.501, -0.931)  0.3776
H (-2.366, -1.882, 0.011)  0.4460
H (-2.611, -2.177, -1.653)  0.3969
H (-3.744, 1.366, 0.285)  0.3348
H (-2.975, 0.004, 1.158)  0.2122
H (-0.365, -2.587, -0.956)  0.3548
H (-0.184, -1.192, -2.052)  0.3848
H (-1.391, 2.141, -0.565)  0.2836
H (-1.156, 1.807, 1.243)  0.5634
H (2.638, 2.253, 0.823)  0.3158
H (3.355, 1.473, 2.433)  0.2066
H (1.573, 2.358, 2.293)  0.2508
H (4.428, -1.200, -0.753)  0.2936
H (4.312, 0.537, -0.716)  0.2973
H (3.778, -0.477, -2.192)  0.2940
H (-1.630, -1.594, 1.614)  -0.0482
H (-0.076, -0.181, 2.486)  0.0066

Output
HOMO-LUMO gap (spin up / spin down): 7.66 / 8.36 eV
E_LUMO (spin up / spin down): -0.4 / 0.4 eV

=====

3.
# C8H18OS

C8H18OS as an isolated structure in a non-equilibrium geometry (ωB97M-V/def2-TZVPD, OMol25).

Each line ends with the Mulliken charge.
Atoms and positions in Å:
C (0.089, -2.580, 0.186)  -1.4024
C (2.182, -1.217, 0.714)  -1.4035
C (0.371, 0.996, -2.053)  -1.4135
C (0.995, 2.426, 0.029)  -1.5653
C (-2.907, -0.035, 1.369)  -0.9765
C (0.828, -1.261, -0.002)  0.8324
C (-0.077, 1.524, -0.666)  0.8230
C (-0.325, 0.388, 0.222)  -1.2953
O (-2.722, 0.410, -1.163)  -0.6626
S (-2.027, -0.389, -0.176)  0.5264
H (-0.969, -2.719, 0.068)  0.4414
H (0.332, -3.183, 1.127)  0.2813
H (0.586, -3.209, -0.558)  0.3873
H (2.560, -2.185, 0.700)  0.5684
H (2.976, -0.539, 0.076)  0.2145
H (2.071, -0.888, 1.834)  0.2477
H (1.252, 0.391, -1.856)  0.2822
H (0.609, 1.769, -2.737)  0.4515
H (-0.473, 0.377, -2.338)  0.3812
H (1.773, 1.901, 0.499)  0.3205
H (0.508, 3.087, 0.793)  0.3698
H (1.500, 3.173, -0.581)  0.3894
H (-3.850, -0.436, 1.320)  0.4576
H (-2.974, 1.098, 1.554)  0.2702
H (-2.239, -0.565, 2.121)  0.2672
H (1.109, -1.110, -1.060)  -0.0168
H (-0.947, 2.204, -0.643)  0.3010
H (-0.231, 0.572, 1.220)  0.9228

Output
HOMO-LUMO gap: 9.34 eV
E_LUMO: 0.8 eV

=====

4.
# C8H18OSi

C8H18OSi as an isolated structure in a non-equilibrium geometry (ωB97M-V/def2-TZVPD, OMol25).

Each line ends with the Mulliken charge.
Atoms and positions in Å:
C (0.793, -1.074, 1.457)  0.4968
C (-0.043, -1.025, 2.695)  -1.0496
C (-1.778, -2.046, -0.557)  -1.2371
C (-0.337, 2.659, 1.121)  -1.1637
C (2.394, -0.291, -1.813)  -1.2261
C (-1.140, -0.987, -1.450)  -0.4220
C (-1.123, 1.714, 0.217)  -0.4242
C (1.445, 0.858, -1.480)  -0.4471
O (1.818, -1.681, 1.323)  -0.4930
Si (-0.076, 0.280, -0.487)  0.1524
H (0.400, -1.626, 3.491)  0.3812
H (-0.132, 0.008, 3.021)  0.2088
H (-1.040, -1.390, 2.467)  0.2123
H (-2.384, -2.734, -1.146)  0.3738
H (-1.009, -2.621, -0.047)  0.3315
H (-2.419, -1.585, 0.192)  0.2539
H (0.037, 2.131, 1.993)  0.2057
H (0.518, 3.077, 0.596)  0.2926
H (-0.962, 3.484, 1.460)  0.3835
H (2.724, -0.784, -0.904)  0.2958
H (1.898, -1.032, -2.437)  0.2915
H (3.269, 0.071, -2.348)  0.3768
H (-1.927, -0.474, -2.006)  0.3983
H (-0.518, -1.490, -2.191)  0.3154
H (-1.550, 2.292, -0.610)  0.4387
H (-1.973, 1.318, 0.771)  0.3323
H (1.124, 1.337, -2.410)  0.3946
H (1.992, 1.613, -0.916)  0.3269

Output
HOMO-LUMO gap: 8.69 eV
E_LUMO: 1.0 eV

=====

Energy relative to the best compared isomer or geometry (same formula, charge and spin): 7.680 2.779 2.236 0.846 (eV)
Calculated total energy: -79525.4287 -33304.3796 -21466.8111 -18512.3288 (eV)